Molecular formula: C36H56O36
Method: DFT, the ωB97M-V functional and the def2-TZVPD basis

CARTESIAN COORDINATES (ANGSTROEM)
1 C 3.769 -1.066 -1.369
2 O 5.074 -1.276 -0.705
3 C 6.055 -1.938 -1.317
4 O 6.020 -2.363 -2.447
5 O 7.072 -2.025 -0.477
6 C 8.158 -2.796 -0.975
7 H 3.860 -0.737 -2.405
8 H 3.304 -0.219 -0.865
9 H 3.077 -1.903 -1.272
10 H 8.122 -3.653 -0.302
11 H 8.988 -2.124 -0.758
12 H 8.194 -2.919 -2.058
13 C 3.393 -2.185 2.199
14 O 3.713 -3.308 2.999
15 C 2.962 -4.409 3.088
16 O 1.880 -4.599 2.515
17 O 3.616 -5.222 4.006
18 C 3.155 -6.586 4.127
19 H 3.647 -2.223 1.140
20 H 4.048 -1.405 2.587
21 H 2.374 -1.830 2.353
22 H 2.083 -6.620 4.322
23 H 3.716 -7.044 4.942
24 H 3.451 -7.115 3.221
25 C 0.452 -2.542 -0.109
26 O -0.309 -1.324 0.045
27 C 0.253 -0.126 0.223
28 O 1.390 0.187 0.609
29 O -0.722 0.770 0.133
30 C -0.529 2.085 0.529
31 H 0.549 -2.649 -1.190
32 H 0.002 -3.394 0.401
33 H 1.431 -2.276 0.290
34 H -1.497 2.585 0.514
35 H 0.283 2.527 -0.048
36 H -0.293 1.987 1.589
37 C 3.529 3.167 0.599
38 O 3.856 3.507 1.984
39 C 4.625 4.506 2.389
40 O 5.297 5.251 1.661
41 O 4.661 4.433 3.693
42 C 5.322 5.460 4.379
43 H 2.698 3.783 0.256
44 H 3.324 2.101 0.506
45 H 4.437 3.400 0.042
46 H 5.312 6.446 3.915
47 H 6.344 5.120 4.549
48 H 4.866 5.616 5.357
49 O -5.146 -3.245 2.314
50 C -4.958 -2.198 1.792
51 O -4.060 -1.991 0.888
52 C -3.758 -0.591 0.757
53 C -4.960 0.008 1.417
54 O -5.632 -1.087 2.065
55 H -2.811 -0.344 1.237
56 H -3.721 -0.374 -0.310
57 H -5.689 0.433 0.727
58 H -4.613 0.825 2.049
59 O 1.881 5.602 -1.988
60 C 0.796 5.869 -1.520
61 O 0.022 6.799 -2.003
62 C -1.065 6.888 -1.046
63 C -1.116 5.505 -0.428
64 O 0.190 5.090 -0.670
65 H -0.761 7.700 -0.386
66 H -1.960 7.199 -1.583
67 H -1.839 4.881 -0.953
68 H -1.340 5.647 0.629
69 O 1.671 -2.351 -3.558
70 C 1.545 -3.362 -4.218
71 O 2.316 -4.394 -4.092
72 C 1.794 -5.490 -4.891
73 C 0.790 -4.786 -5.734
74 O 0.776 -3.499 -5.291
75 H 2.601 -6.013 -5.405
76 H 1.373 -6.383 -4.428
77 H -0.194 -5.216 -5.549
78 H 1.080 -4.944 -6.773
79 O -1.785 3.555 -3.622
80 C -0.922 2.668 -3.700
81 O 0.210 2.714 -2.902
82 C 1.018 1.557 -3.132
83 C 0.244 0.904 -4.243
84 O -0.931 1.666 -4.511
85 H 2.030 1.828 -3.434
86 H 1.029 0.850 -2.303
87 H 0.050 -0.077 -3.809
88 H 0.889 0.734 -5.105
89 O -0.749 -6.559 -3.083
90 C -1.351 -5.489 -2.917
91 O -2.001 -5.221 -1.786
92 C -2.422 -3.785 -1.779
93 C -2.145 -3.513 -3.259
94 O -1.286 -4.485 -3.690
95 H -3.422 -3.755 -1.347
96 H -1.714 -3.183 -1.209
97 H -1.853 -2.479 -3.439
98 H -3.133 -3.590 -3.714
99 O -4.229 0.075 -2.948
100 C -4.373 1.266 -2.577
101 O -4.886 2.296 -3.254
102 C -5.050 3.442 -2.467
103 C -4.094 3.163 -1.362
104 O -4.009 1.737 -1.375
105 H -4.828 4.333 -3.054
106 H -6.074 3.477 -2.098
107 H -4.491 3.569 -0.432
108 H -3.080 3.505 -1.570
109 O -2.438 3.771 2.513
110 C -3.536 3.877 3.040
111 O -3.797 4.359 4.284
112 C -5.236 4.621 4.434
113 C -5.738 3.623 3.413
114 O -4.710 3.572 2.452
115 H -5.570 4.393 5.446
116 H -5.363 5.678 4.204
117 H -6.759 3.869 3.120
118 H -5.896 2.604 3.765
119 O -2.830 -0.430 5.439
120 C -2.388 -1.294 4.677
121 O -1.920 -2.431 5.167
122 C -1.410 -3.219 4.126
123 C -1.103 -2.192 3.095
124 O -2.008 -1.162 3.442
125 H -0.522 -3.731 4.497
126 H -2.220 -3.891 3.841
127 H -1.355 -2.578 2.107
128 H -0.061 -1.874 3.143

Summary:
SMILES string: COC(=O)OC.COC(=O)OC.COC(=O)OC.COC(=O)OC.O=C1OCCO1.O=C1OCCO1.O=C1OCCO1.O=C1OCCO1.O=C1OCCO1.O=C1OCCO1.O=C1OCCO1.O=C1OCCO1
LUMO: -0.07 eV
Kohn-Sham gap: 10.13 eV
ΔE to the lowest compared entry with this formula, charge and spin: 278.7 kJ/mol
E_HOMO: -10.20 eV



Molecular formula: F2HPS
Method: DFT, the ωB97M-V functional and the def2-TZVPD basis

CARTESIAN COORDINATES (ANGSTROEM)
1 F -0.429 -1.310 -0.921
2 F 1.695 -0.700 -0.186
3 P 0.220 -0.057 -0.083
4 S 0.132 1.488 -1.372
5 H -1.617 0.580 2.564

Summary:
LUMO (spin up / spin down): -3.48 / 0.21 eV
Kohn-Sham gap (spin up / spin down): 7.07 / 10.83 eV
ΔE to the lowest compared entry with this formula, charge and spin: 381.8 kJ/mol
E_HOMO (spin up / spin down): -10.55 / -10.63 eV



Molecular formula: C4H13N
Method: DFT, the ωB97M-V functional and the def2-TZVPD basis

CARTESIAN COORDINATES (ANGSTROEM)
1 C 0.301 -0.467 -2.605
2 C 0.170 -1.184 -1.249
3 N -1.084 -1.974 -1.134
4 H -0.470 0.330 -2.676
5 H 1.264 0.033 -2.758
6 H 0.137 -1.222 -3.374
7 H 1.029 -1.856 -1.175
8 H 0.299 -0.607 -0.326
9 H -1.722 -1.234 -0.847
10 H -1.450 -2.067 -2.088
11 C 0.159 1.202 1.897
12 C 0.466 2.209 2.983
13 H 1.079 1.130 1.298
14 H -0.751 1.428 1.330
15 H 0.016 0.182 2.263
16 H 0.304 3.269 2.753
17 H -0.163 2.027 3.892
18 H 1.397 2.062 3.538

Summary:
SMILES string: CCN.CC
LUMO: 0.98 eV
Kohn-Sham gap: 10.70 eV
ΔE to the lowest compared entry with this formula, charge and spin: 42.9 kJ/mol
E_HOMO: -9.73 eV



Molecular formula: C30H57AlBrCl38FNO3
Method: DFT, the ωB97M-V functional and the def2-TZVPD basis

CARTESIAN COORDINATES (ANGSTROEM)
1 C 2.209 -4.757 -0.222
2 C 1.273 -5.555 -1.144
3 O 0.984 -6.686 -0.874
4 O 0.777 -4.970 -2.281
5 C 0.067 -3.759 -1.850
6 C -1.021 -3.418 -2.865
7 C -1.674 -2.023 -2.652
8 C -0.759 -0.970 -1.970
9 C -0.910 -1.062 -0.425
10 Al 0.382 0.049 0.654
11 F 0.112 -0.396 2.370
12 C 2.349 -0.307 0.305
13 C 2.768 -0.441 -1.156
14 C 2.418 0.759 -2.041
15 Br 4.786 -0.581 -1.159
16 N -0.084 1.932 0.573
17 C -0.698 2.190 1.586
18 O -1.188 2.294 2.655
19 H 1.579 -4.122 0.413
20 H 2.802 -4.124 -0.873
21 H 2.837 -5.423 0.362
22 H 0.826 -2.982 -1.713
23 H -0.357 -3.976 -0.862
24 H -0.589 -3.533 -3.861
25 H -1.817 -4.165 -2.726
26 H -2.625 -2.124 -2.120
27 H -1.931 -1.621 -3.645
28 H 0.265 -1.126 -2.329
29 H -1.069 0.044 -2.246
30 H -0.915 -2.098 -0.049
31 H -1.921 -0.679 -0.193
32 H 2.907 0.516 0.781
33 H 2.654 -1.214 0.852
34 H 2.414 -1.371 -1.606
35 H 3.046 1.619 -1.789
36 H 2.686 0.490 -3.075
37 H 1.358 1.030 -2.012
38 C -2.912 -4.655 -6.018
39 Cl -4.661 -4.523 -6.250
40 Cl -2.159 -3.068 -5.852
41 H -2.720 -5.228 -5.117
42 H -2.483 -5.158 -6.877
43 C -1.950 5.738 0.410
44 Cl -2.399 5.982 2.106
45 Cl -1.233 4.132 0.154
46 H -2.840 5.832 -0.202
47 H -1.226 6.496 0.127
48 C 2.493 5.024 -2.159
49 Cl 4.114 4.315 -2.191
50 Cl 1.349 4.068 -3.097
51 H 2.154 5.077 -1.130
52 H 2.543 6.020 -2.587
53 C 4.002 -8.073 1.580
54 Cl 5.395 -8.120 0.491
55 Cl 4.156 -6.778 2.773
56 H 3.104 -7.903 0.992
57 H 3.932 -9.022 2.099
58 C -5.303 8.235 -1.056
59 Cl -4.320 7.022 -1.884
60 Cl -4.294 9.445 -0.249
61 H -5.935 8.732 -1.791
62 H -5.918 7.739 -0.313
63 C 6.318 -3.465 -0.129
64 Cl 5.080 -4.580 -0.719
65 Cl 7.125 -4.089 1.317
66 H 7.059 -3.319 -0.907
67 H 5.845 -2.520 0.114
68 C -0.341 0.049 5.701
69 Cl -0.837 0.335 7.385
70 Cl 0.326 -1.569 5.506
71 H -1.205 0.153 5.055
72 H 0.412 0.778 5.427
73 C -4.584 -0.413 7.714
74 Cl -5.345 -1.843 7.000
75 Cl -5.498 1.057 7.360
76 H -4.537 -0.545 8.789
77 H -3.583 -0.311 7.309
78 C -0.272 -2.913 8.669
79 Cl -1.486 -4.059 8.089
80 Cl 0.448 -3.457 10.196
81 H 0.509 -2.823 7.924
82 H -0.745 -1.950 8.825
83 C -3.025 1.153 -5.556
84 Cl -2.531 1.108 -7.252
85 Cl -1.732 1.766 -4.524
86 H -3.887 1.805 -5.461
87 H -3.283 0.147 -5.240
88 C 9.871 -1.328 1.775
89 Cl 10.399 -0.134 2.970
90 Cl 8.314 -0.897 1.069
91 H 10.611 -1.380 0.985
92 H 9.777 -2.292 2.262
93 C -5.830 -4.686 5.088
94 Cl -4.196 -5.276 4.786
95 Cl -7.056 -5.772 4.416
96 H -5.979 -4.609 6.159
97 H -5.936 -3.710 4.627
98 C -5.023 -0.041 -9.708
99 Cl -5.512 0.254 -8.041
100 Cl -4.328 -1.652 -9.910
101 H -5.893 0.045 -10.350
102 H -4.280 0.698 -9.987
103 C -7.549 3.629 5.696
104 Cl -6.840 3.957 7.281
105 Cl -8.063 5.118 4.892
106 H -6.807 3.135 5.077
107 H -8.412 2.986 5.826
108 C 7.198 2.700 -3.047
109 Cl 5.975 1.613 -3.715
110 Cl 7.739 2.114 -1.470
111 H 8.041 2.749 -3.728
112 H 6.767 3.687 -2.919
113 C -7.440 8.064 -4.559
114 Cl -7.883 8.298 -2.859
115 Cl -6.751 6.465 -4.838
116 H -8.331 8.172 -5.168
117 H -6.708 8.815 -4.835
118 C 6.376 6.764 -0.563
119 Cl 5.636 7.061 1.015
120 Cl 6.932 5.097 -0.717
121 H 5.640 6.957 -1.336
122 H 7.224 7.429 -0.682
123 C 0.532 -2.145 -8.818
124 Cl -1.211 -1.995 -9.063
125 Cl 1.302 -0.563 -8.645
126 H 0.710 -2.720 -7.916
127 H 0.964 -2.652 -9.674
128 C 2.502 -0.692 11.961
129 Cl 1.943 -0.214 10.358
130 Cl 4.257 -0.525 12.117
131 H 2.024 -0.060 12.701
132 H 2.233 -1.729 12.127

Summary:
LUMO: 1.53 eV
Kohn-Sham gap: 7.31 eV
net charge: -1
E_HOMO: -5.79 eV



Molecular formula: C2H4Cl2
Method: DFT, the ωB97M-V functional and the def2-TZVPD basis

CARTESIAN COORDINATES (ANGSTROEM)
1 Cl 1.802 -1.057 -0.552
2 C 0.708 0.168 0.125
3 C -0.783 -0.175 -0.169
4 Cl -1.790 1.067 0.509
5 H 1.016 1.159 -0.210
6 H 0.779 0.193 1.212
7 H -0.873 -1.135 0.339
8 H -0.860 -0.221 -1.255

Summary:
SMILES string: ClCCCl
LUMO: 1.02 eV
Kohn-Sham gap: 11.86 eV
ΔE to the lowest compared entry with this formula, charge and spin: 20.3 kJ/mol
E_HOMO: -10.84 eV



| no. | maximum force (eV/A) | total energy (Eh) |
| --- | --- | --- |
| 1 | 6.41 | -4113.97304 |
| 2 | 2.50 | -939.80150 |
| 3 | 2.87 | -214.91688 |
| 4 | 2.35 | -21861.51457 |
| 5 | 2.74 | -998.98435 |